1.
DFT (ωB97M-V/def2-TZVPD) results for an isolated ion of composition C2H4N3O and charge +1 in a non-equilibrium geometry.

HOMO level	-16.90	eV
calculated total energy	-317.62903	hartree
LUMO energy	-6.83	eV
orbital gap	10.071	eV
charge	+1

Geometry (Å):
1 C 1.076 1.108 -0.028
2 N 1.057 -0.292 -0.074
3 C -0.993 -1.125 0.100
4 N 0.399 -1.286 -0.046
5 H -1.597 -1.997 0.386
6 H -2.412 0.086 0.023
7 N -1.430 0.044 -0.113
8 H 1.143 1.473 -1.058
9 O 2.249 0.266 0.132
10 H 0.508 1.723 0.678

Want to see where the charge sits? The Löwdin charges in e are:
1. C 0.053
2. N -0.092
3. C -0.143
4. N 0.240
5. H 0.151
6. H 0.081
7. N 0.194
8. H 0.158
9. O 0.199
10. H 0.159



2.
DFT (ωB97M-V/def2-TZVPD) results for C31H39BBr24F22N3O4S as an isolated structure in a non-equilibrium geometry.

HOMO level	-10.55	eV
calculated total energy	-66065.58455	hartree
LUMO energy	-2.97	eV
orbital gap	7.577	eV
charge	+1

Geometry (Å):
1 H 0.727 -0.586 4.491
2 C -2.985 -0.611 -0.633
3 F 2.143 -1.213 -3.897
4 H 3.775 1.353 0.651
5 N -2.429 0.323 -1.683
6 H 1.863 -1.190 -0.652
7 C 0.159 -1.139 -2.027
8 N -0.611 -0.726 -0.826
9 F -0.430 -3.362 3.746
10 F -3.196 -1.211 5.175
11 H -1.521 0.060 1.660
12 H -2.215 -1.088 2.815
13 H -3.077 -9.119 5.434
14 C 1.854 -5.071 0.816
15 Br 3.098 -3.670 1.265
16 S 7.639 -0.837 -0.336
17 F 6.720 0.346 0.185
18 F 8.014 -0.093 -1.679
19 C -2.670 3.077 -3.260
20 C -1.408 -0.953 2.084
21 C 2.614 -0.949 -2.649
22 Br 2.076 5.595 2.517
23 H -3.769 -1.285 -0.977
24 F 7.407 -1.639 1.023
25 C 4.984 -0.836 -1.554
26 F -4.659 -3.033 4.063
27 O -3.081 2.775 -1.907
28 Br 4.674 -0.624 1.125
29 Br -6.558 0.552 -11.317
30 Br 0.241 6.760 4.849
31 C 3.386 2.276 1.117
32 F -3.585 -2.841 6.518
33 H 1.670 -2.634 -1.645
34 C 5.587 2.148 1.814
35 H -2.048 -2.893 1.275
36 F 4.593 -1.416 -3.796
37 Br -3.553 4.090 -7.614
38 F -3.332 -4.660 4.609
39 C 0.821 2.432 0.959
40 H -0.607 3.645 -3.747
41 F 0.871 -2.703 5.311
42 H 1.300 0.737 -0.344
43 O 4.286 2.634 2.154
44 H 1.436 2.298 -1.139
45 C -1.168 0.548 -1.153
46 H -3.722 6.556 -7.505
47 C -5.539 -0.783 -4.794
48 H -2.835 -3.161 3.340
49 C 1.621 -1.543 -1.661
50 H -2.375 2.196 -3.839
51 Br -4.095 6.008 -5.121
52 F 3.934 -2.882 -2.351
53 H -0.305 -1.916 -2.639
54 H 1.983 0.824 1.929
55 C -0.330 -2.451 4.729
56 C -3.443 7.090 2.980
57 H 2.004 2.399 2.744
58 H 5.187 -1.402 3.419
59 H 1.815 4.852 4.861
60 N -0.526 1.629 -0.997
61 F 6.655 -2.361 -2.212
62 H -6.259 -0.060 -5.155
63 H -2.723 6.778 3.725
64 F 8.876 -0.132 0.346
65 H 3.300 3.043 0.329
66 H -0.099 2.118 1.465
67 H 2.303 -5.654 0.023
68 Br -4.323 0.166 -3.617
69 H -1.180 4.402 -2.266
70 C 4.040 -1.577 -2.588
71 Br -1.375 6.275 -6.775
72 H 5.666 1.057 1.935
73 H 0.867 3.507 0.763
74 H -3.173 -0.093 0.314
75 C -6.312 -1.186 -10.521
76 H -3.533 3.587 -3.747
77 C -1.379 -2.676 5.840
78 B -3.409 1.458 -1.683
79 C 0.835 1.720 -0.428
80 H -0.383 -2.437 0.917
81 Br 7.301 -0.231 2.893
82 H 6.361 2.682 2.370
83 Br -4.217 -9.725 3.323
84 F 5.338 0.278 -2.166
85 H -0.958 2.511 -1.272
86 C -1.426 -2.036 0.988
87 C 6.187 -1.726 -1.165
88 C -2.864 -2.485 5.441
89 C 1.096 5.193 4.129
90 C -1.482 4.128 -3.288
91 H -5.104 1.779 -0.748
92 H -1.007 -0.313 4.518
93 Br -4.338 8.649 3.671
94 Br -4.461 -1.505 -10.067
95 F 2.612 0.398 -2.532
96 H -6.586 -1.920 -11.266
97 Br -4.658 -7.224 5.262
98 C -3.401 -8.523 4.592
99 O -0.143 -1.034 2.746
100 F 5.769 -2.659 -0.331
101 Br 1.513 -6.264 2.287
102 Br -7.482 -1.453 -9.009
103 F 4.199 -0.568 -0.496
104 Br 0.221 -4.309 0.124
105 H 5.759 2.367 0.745
106 O -4.780 1.178 -1.440
107 Br -6.522 -2.136 -3.839
108 Br -4.665 5.617 2.722
109 Br -0.181 3.761 3.871
110 Br 4.501 0.925 3.909
111 H 0.237 -0.257 -2.680
112 C -0.232 -0.999 4.155
113 F -1.255 -3.892 6.358
114 C 2.027 1.908 1.766
115 F -1.092 -1.817 6.830
116 C 5.390 -0.468 2.913
117 C -3.252 5.835 -6.849
118 Br -4.635 -1.500 -6.337
119 F 8.594 -2.037 -0.792
120 Br -2.456 7.487 1.370
121 C -3.366 -3.378 4.271
122 H -1.714 5.034 -3.880
123 Br -1.829 -7.673 3.860
124 F -2.050 -2.688 -1.122
125 C -1.752 -1.525 -0.414

Results of the Löwdin charge analysis, in e, for atoms 1 through 99:
1. H 0.148
2. C 0.002
3. F 0.134
4. H 0.027
5. N 0.103
6. H 0.106
7. C -0.071
8. N 0.062
9. F 0.127
10. F 0.145
11. H 0.115
12. H 0.115
13. H -0.029
14. C -1.545
15. Br 0.652
16. S 0.764
17. F -0.296
18. F -0.101
19. C -0.219
20. C -0.160
21. C -0.430
22. Br 0.647
23. H 0.143
24. F -0.352
25. C -0.374
26. F 0.100
27. O 0.052
28. Br 1.128
29. Br 0.576
30. Br 0.612
31. C -0.286
32. F 0.162
33. H 0.082
34. C -0.292
35. H 0.111
36. F 0.177
37. Br 0.576
38. F 0.040
39. C -0.203
40. H 0.075
41. F 0.122
42. H 0.100
43. O -0.380
44. H 0.135
45. C -0.254
46. H -0.028
47. C -1.526
48. H 0.142
49. C -0.069
50. H 0.090
51. Br 0.622
52. F 0.175
53. H 0.147
54. H 0.096
55. C -0.393
56. C -1.649
57. H 0.051
58. H -0.011
59. H -0.019
60. N 0.211
61. F 0.186
62. H -0.018
63. H -0.074
64. F -0.127
65. H 0.130
66. H 0.071
67. H -0.020
68. Br 0.973
69. H 0.073
70. C -0.354
71. Br 0.587
72. H -0.149
73. H 0.079
74. H 0.139
75. C -1.626
76. H 0.079
77. C -0.393
78. B -0.878
79. C -0.106
80. H -0.011
81. Br 0.888
82. H 0.100
83. Br 0.578
84. F 0.204
85. H 0.150
86. C -0.154
87. C -0.493
88. C -0.380
89. C -1.578
90. C -0.056
91. H 0.134
92. H 0.136
93. Br 0.591
94. Br 0.543
95. F 0.129
96. H -0.029
97. Br 0.620
98. C -1.622
99. O -0.128



3.
DFT (ωB97M-V/def2-TZVPD) results for a 9-piece molecular cluster, C49H107ClFN2O18 overall in a non-equilibrium geometry.

HOMO level	-10.41	eV
calculated total energy	-3954.51248	hartree
LUMO energy	-4.04	eV
orbital gap	6.367	eV
charge	+1

Geometry (Å):
1 C -2.549 0.658 -4.595
2 H -0.055 -3.957 0.060
3 C 2.020 5.313 -5.429
4 H 0.655 -10.727 -2.680
5 C 2.371 -5.949 1.077
6 H -3.599 -3.453 1.577
7 H 6.799 -3.578 3.504
8 C 2.412 4.391 -4.292
9 H -1.142 -12.436 -2.634
10 H 0.601 0.520 -0.637
11 O 1.143 1.504 4.236
12 H -1.230 3.467 1.655
13 H -1.613 -14.799 -2.082
14 H 4.474 -3.508 2.847
15 H -4.121 -0.333 -5.768
16 H -0.079 5.347 -1.156
17 H -0.175 -12.508 -4.117
18 C -4.011 0.395 -4.958
19 H -1.366 6.585 -1.097
20 C 2.435 1.840 3.752
21 H 4.832 -0.456 2.902
22 C -1.581 -2.084 -0.854
23 H -2.496 6.030 4.491
24 H 2.039 5.038 5.611
25 H -1.562 8.708 -2.669
26 C -2.919 6.659 5.278
27 H -0.437 2.910 0.171
28 H 6.388 0.181 4.720
29 C -3.789 -0.142 0.621
30 C 0.902 -11.765 -2.430
31 H -4.721 6.956 4.176
32 C 1.163 1.081 5.600
33 C -3.294 4.469 0.535
34 H -0.753 -0.605 -4.882
35 H 1.601 4.375 -3.557
36 H -2.270 -1.457 -4.825
37 H -3.456 -3.450 -2.117
38 H -0.028 6.012 2.344
39 H -0.119 -15.579 -1.524
40 C 0.196 1.109 -3.114
41 N -1.391 -0.878 -2.922
42 C 2.498 -9.385 1.150
43 H -4.116 4.505 -0.186
44 C 2.430 -6.957 -1.058
45 H 2.143 -10.383 0.884
46 H 1.924 -6.682 -1.991
47 H -3.589 3.799 1.349
48 H -3.039 9.714 5.730
49 H -3.961 6.244 1.515
50 H -1.921 2.102 0.730
51 H -3.504 8.212 3.895
52 O 3.073 5.454 -6.371
53 H 3.825 4.641 -8.080
54 H -5.084 -1.825 0.990
55 H -3.074 9.339 -3.379
56 H 2.927 -12.139 -0.607
57 H 2.979 2.480 4.449
58 H 1.623 -8.963 -1.059
59 O -4.620 8.355 5.643
60 O 0.920 -11.857 -1.012
61 H 3.313 4.755 -3.790
62 C -1.938 7.518 7.253
63 H 7.881 -3.424 2.111
64 H 0.337 7.075 -1.106
65 C -3.957 7.573 4.660
66 H -3.302 6.141 -4.471
67 H -1.202 2.138 -2.050
68 C -0.658 -1.174 -0.274
69 H -2.151 -4.755 -3.388
70 H 0.463 0.243 5.686
71 H -4.609 0.126 -4.076
72 H -0.661 3.006 -3.335
73 H 1.249 1.087 -2.789
74 C -3.040 -2.613 1.136
75 H 3.553 -1.376 3.713
76 O 6.037 -2.604 1.822
77 C -1.933 -1.886 -2.179
78 O -3.132 7.342 -2.844
79 O 2.591 3.051 -4.745
80 H -1.051 5.216 -4.392
81 C 1.193 4.366 5.743
82 C -4.131 9.684 5.712
83 H 4.038 -2.381 1.550
84 O 3.331 -8.878 0.118
85 C 6.851 -3.606 2.414
86 H -3.374 6.005 6.028
87 H -1.293 -3.391 -4.181
88 H 4.503 3.483 -5.461
89 N -0.375 2.377 -2.590
90 H 3.093 -9.455 2.061
91 H -2.423 1.373 -3.776
92 H 6.548 -4.596 2.057
93 H -0.168 -0.101 2.692
94 C -0.579 -14.622 -1.768
95 H -0.570 -13.994 -0.875
96 C -0.988 -4.123 0.612
97 H -1.257 -5.183 0.624
98 H -3.069 0.028 1.429
99 H 0.216 1.025 -4.204
100 H 2.116 5.111 -8.172
101 H 3.013 0.931 3.565
102 H 0.848 4.042 4.758
103 H -2.459 -2.169 1.953
104 C -2.519 6.704 -3.953
105 C 2.884 4.663 -7.533
106 H 1.821 6.307 -5.018
107 H -2.980 8.982 -1.643
108 C -1.711 -0.647 -4.354
109 H -0.819 -3.782 1.643
110 O 0.754 -1.848 1.534
111 C 4.594 -1.416 3.373
112 H 7.255 -1.264 5.277
113 C 0.708 2.188 6.530
114 O -0.344 6.414 -2.910
115 H -2.781 -3.917 -0.517
116 H 2.039 -13.618 -1.074
117 H 3.208 -6.594 1.349
118 C -4.105 -1.664 0.514
119 C 4.734 -2.553 2.379
120 H -2.958 -3.902 -4.710
121 H -1.850 4.987 -2.823
122 H 2.601 3.637 -7.285
123 C -2.272 -3.772 -3.863
124 O -2.042 5.857 2.074
125 H 0.389 4.908 6.251
126 H 1.890 -11.986 -2.846
127 H 4.431 2.549 -3.941
128 H -2.939 7.818 7.569
129 C 6.599 -0.871 4.502
130 C -0.127 -0.170 -1.060
131 H 3.403 -6.458 -1.044
132 C 1.975 -12.675 -0.528
133 H 1.105 4.962 -5.919
134 H -1.230 8.281 7.574
135 C -0.774 6.277 1.596
136 H -1.672 6.568 7.731
137 H 1.780 -12.894 0.521
138 C -0.376 6.347 -1.492
139 H -4.686 0.481 0.696
140 C 3.959 2.710 -4.916
141 H -3.271 0.162 -0.310
142 H -2.116 7.441 -4.653
143 H 1.644 -8.733 1.343
144 H 2.318 2.379 2.811
145 H -4.506 10.133 6.631
146 F -3.967 -2.073 -3.447
147 C -0.485 -0.040 -2.380
148 H 0.668 1.792 7.549
149 C -2.951 -2.811 -2.839
150 H 4.006 1.783 -5.487
151 O 0.160 -14.041 -2.831
152 H -4.499 10.265 4.860
153 C -0.179 -1.176 1.159
154 H -2.764 6.546 0.248
155 H 7.110 -0.949 3.539
156 H -4.433 1.351 -5.304
157 O -0.827 -0.359 2.018
158 C -2.652 8.661 -2.631
159 C -1.404 3.066 0.654
160 H -4.264 -1.928 -0.546
161 C -0.151 -12.672 -3.035
162 H -0.296 2.532 6.261
163 Cl -1.785 1.428 -6.065
164 H 1.717 -5.844 1.943
165 C 2.596 -8.463 -1.023
166 O -2.155 3.959 -0.149
167 O 1.610 -6.494 0.009
168 C -1.440 5.737 -3.508
169 C -2.125 -3.218 0.011
170 H -0.765 7.363 1.459
171 O -1.842 7.398 5.843
172 O 1.624 3.272 6.539
173 O 5.396 -1.624 4.523
174 C -3.040 5.866 1.060
175 H -0.513 5.788 0.654
176 H 2.156 0.719 5.878
177 H 2.747 -4.958 0.797
178 H 3.168 -8.772 -1.904

Results of the Löwdin charge analysis, in e, for atoms 1 through 99:
1. C -0.632
2. H 0.082
3. C -0.202
4. H 0.116
5. C -0.109
6. H 0.126
7. H 0.085
8. C -0.193
9. H 0.126
10. H 0.156
11. O -0.214
12. H 0.093
13. H 0.089
14. H 0.126
15. H 0.090
16. H 0.079
17. H 0.126
18. C -0.129
19. H 0.059
20. C -0.092
21. H 0.120
22. C -0.045
23. H 0.106
24. H 0.093
25. H 0.086
26. C -0.202
27. H 0.076
28. H 0.088
29. C -0.085
30. C -0.208
31. H 0.123
32. C -0.191
33. C -0.178
34. H 0.112
35. H 0.103
36. H 0.113
37. H 0.126
38. H 0.095
39. H 0.091
40. C -0.173
41. N 0.091
42. C -0.093
43. H 0.129
44. C -0.200
45. H 0.066
46. H 0.121
47. H 0.128
48. H 0.084
49. H 0.127
50. H 0.066
51. H 0.125
52. O -0.184
53. H 0.091
54. H 0.110
55. H 0.092
56. H 0.090
57. H 0.093
58. H 0.117
59. O -0.188
60. O -0.207
61. H 0.132
62. C -0.110
63. H 0.091
64. H 0.104
65. C -0.207
66. H 0.127
67. H 0.056
68. C 0.000
69. H 0.094
70. H 0.124
71. H 0.081
72. H 0.057
73. H 0.125
74. C -0.136
75. H 0.116
76. O -0.189
77. C -0.044
78. O -0.190
79. O -0.214
80. H 0.114
81. C -0.097
82. C -0.108
83. H 0.117
84. O -0.183
85. C -0.103
86. H 0.127
87. H 0.085
88. H 0.088
89. N 0.072
90. H 0.094
91. H 0.086
92. H 0.088
93. H 0.131
94. C -0.107
95. H 0.083
96. C -0.022
97. H 0.091
98. H 0.053
99. H 0.088